A cluster of 2 separate species, C6H12O2S2 in total in a non-equilibrium geometry. Source: the OMol25 dataset; level of theory: wB97M-V/def2-TZVPD.

Output
* energy above the lowest of the compared OMol25 structures with the same formula, charge and spin: 110.5 kcal per mole
* highest occupied orbital energy: -8.6 eV

Each line ends with the Mulliken charge.
CARTESIAN COORDINATES (ANGSTROEM)
C1 0.92740 -1.27281 -1.03477  -0.8881
S1 -2.48260 -0.35008 0.02569  0.4943
H1 -1.52375 -2.45371 -0.80688  0.2670
H2 0.27366 1.18663 2.22372  0.3466
H3 0.92463 -2.26999 -0.64548  0.2477
H4 -2.67577 -2.77462 0.55847  0.3581
H5 1.53599 0.56900 -1.85095  0.4283
H6 -0.11765 3.30178 1.12927  0.4184
H7 -1.03679 -2.08607 0.96566  0.1950
O1 3.24473 -0.40604 -1.22265  -0.5190
O2 -2.52717 -0.21684 -1.42150  -0.5894
C2 -1.87015 -2.12706 0.16819  -0.8037
C3 -0.46117 0.48860 1.90693  -0.7796
H8 0.59420 3.56922 -0.37982  0.4203
H9 3.50403 -1.17101 -0.68751  0.3049
C4 0.49279 2.86309 0.41046  -1.1430
H10 -0.60779 -0.50647 2.45045  0.2036
C5 -0.93188 0.56458 0.68938  0.1896
H11 0.00743 -0.80385 -1.31916  0.3912
S2 -0.57046 1.73969 -0.52239  0.1131
H12 1.44514 2.49026 0.74475  0.2968
C6 1.85518 -0.33429 -1.38186  0.0478

Cartesian forces, eV/Å:
C 1.2 2.8 -1.4
S 1.4 -1.8 1.6
H 0.0 0.3 0.0
H 0.5 0.2 0.5
H 0.6 -0.1 0.2
H 0.3 0.4 -0.3
H 0.1 0.4 -0.1
H -0.7 0.7 1.7
H -1.1 -0.4 -1.4
O -1.0 0.3 -0.1
O -0.2 0.9 -1.6
C 0.6 0.7 2.7
C 0.0 -2.7 0.9
H 0.7 1.0 -0.3
H -0.4 0.1 -0.2
C -0.3 -0.8 -1.8
H 0.0 1.9 -0.2
C -1.8 -0.1 -1.7
H -0.9 -0.6 0.0
S 0.0 0.3 0.1
H 0.2 -0.3 0.1
C 0.9 -3.2 1.4

An isolated molecule of C6H12O2S2 in a non-equilibrium geometry. Source: the OMol25 dataset; level of theory: wB97M-V/def2-TZVPD.

Output
* energy above the lowest of the compared OMol25 structures with the same formula, charge and spin: 90.4 kcal per mole
* SMILES: C[C@]1(O)CS[C@](C)(O)CS1
* highest occupied orbital energy: -8.6 eV

Each line ends with the Mulliken charge.
CARTESIAN COORDINATES (ANGSTROEM)
H1 -0.77979 1.33124 -3.42059  0.3649
H2 -2.15321 -0.17202 1.44646  0.3069
H3 0.25467 2.64801 -0.43131  0.4150
H4 0.44096 -0.96380 3.40004  0.3592
S1 -0.69762 -0.80579 -1.42245  -0.1020
H5 1.55599 0.12562 -2.91185  0.3833
H6 1.95669 -0.44838 -1.36963  0.2208
C1 -0.17601 -0.92564 1.53513  0.7626
H7 -1.76830 -0.52540 3.04255  0.3975
H8 -1.19209 1.97063 -0.37135  0.3984
C2 0.13563 0.85622 -1.56844  0.7444
C3 -0.14310 1.65010 -0.20076  -0.9139
C4 -1.61260 -0.88068 1.97528  -1.1698
H9 2.37405 1.40483 -1.92406  0.1942
H10 1.31722 -1.28951 0.30832  0.3528
O1 -0.49711 1.80082 -2.52763  -0.5663
C5 0.19608 -1.51606 0.26597  -1.1992
H11 -1.87700 -1.91374 1.74525  0.3349
C6 1.50825 0.51511 -1.90782  -1.0795
O2 0.84726 -1.27861 2.54992  -0.5247
S2 0.36452 1.00488 1.35216  -0.1434
H12 -0.05447 -2.58784 0.43480  0.4638

Cartesian forces, eV/Å:
H 1.1 1.2 2.8
H -1.0 0.9 -1.6
H 0.9 -0.2 0.7
H 0.7 -0.5 -1.0
S 0.4 -0.8 2.1
H -0.3 0.1 -0.7
H -1.0 2.5 -0.6
C 1.3 5.2 2.0
H 0.5 -1.0 -1.0
H 0.0 -0.9 0.8
C -1.8 1.3 1.7
C -1.1 0.5 -3.2
C 1.4 -1.6 1.9
H -2.5 -2.1 0.5
H -1.5 -0.9 -1.0
O -0.2 -3.0 -1.6
C 1.0 -0.4 -1.4
H -1.2 0.0 0.6
C 5.4 -0.1 -0.1
O -2.8 0.2 -0.4
S 0.4 -0.6 0.6
H 0.3 0.3 -1.2